[1]
15
Properties=species:S:1:pos:R:3:forces:R:3 method="wB97M-V/def2-TZVPD" fmax_ev_per_a=4.41 total_charge=+1 homo_lumo_gap_ev=11.1 energy_ha=-311.42155 lumo_ev=-4.5 homo_ev=-15.6 relative_energy_ev=3.842
B 1.622481 0.105285 0.108961 0.61 -1.04 -0.64
C -2.217448 0.040024 -0.026458 0.56 1.18 -2.16
C 0.185927 0.622492 0.231314 0.21 1.71 -3.19
N -0.856519 -0.390445 0.461077 -0.70 0.87 -1.45
O 2.701685 0.887327 0.115695 1.02 0.13 -0.63
O 1.582758 -1.226452 -0.069093 -0.90 -1.41 -0.07
H -2.633688 0.890000 0.430288 0.00 1.06 1.31
H -1.915641 0.441793 -1.036275 -0.72 -0.64 0.76
H -3.039298 -0.655370 -0.143628 0.63 -0.95 0.37
H 0.159088 1.026151 -1.478952 -0.25 -0.54 4.37
H 0.156750 1.383043 0.994325 -0.85 1.01 -0.48
H -0.680454 -0.589620 1.437056 -0.82 -1.06 0.38
H -0.684314 -1.141243 -0.204084 0.84 -0.79 0.87
H 3.482569 0.453783 -0.300224 -0.60 0.58 0.69
H 2.136102 -1.846764 -0.519999 0.97 -0.12 -0.13

[2]
10
Properties=species:S:1:pos:R:3:forces:R:3 method="wB97M-V/def2-TZVPD" fmax_ev_per_a=3.27 homo_lumo_gap_ev="7.9 / 7.9" energy_ha=-322.15645 smiles="O=C1C=C=CC=N1" lumo_ev="-1.4 / -1.4" homo_ev="-9.2 / -9.2" relative_energy_ev=3.683
O 1.017096 -0.077017 1.947858 0.54 0.14 1.59
C 0.800110 0.427229 0.908318 0.38 -0.16 -0.77
C 1.418243 0.079679 -0.437636 -1.32 -1.48 2.60
C 0.499518 -0.788385 -0.754182 0.86 0.11 -1.28
C -0.778192 -0.819605 -0.533155 -1.08 -1.01 -1.78
C -1.235134 0.504764 -0.039208 1.94 -1.05 0.57
N -0.434695 1.153415 0.690409 -0.17 0.97 0.19
H 2.268311 0.416971 -0.864627 2.18 1.43 -1.58
H -1.357083 -1.700870 -0.757578 -0.54 0.02 0.77
H -2.198174 0.803820 -0.160199 -2.78 1.03 -0.30

[3]
13
Properties=species:S:1:pos:R:3:forces:R:3 method="wB97M-V/def2-TZVPD" fmax_ev_per_a=1.01 homo_lumo_gap_ev=10.7 energy_ha=-323.71355 smiles="N=C=O.C=C.O" lumo_ev=0.6 homo_ev=-10.2 relative_energy_ev=1.835
N -1.389668 -1.169728 -0.813387 -0.19 0.48 -0.35
C -1.596823 -0.175060 -1.489436 -0.03 0.31 -0.18
O -1.706844 0.837038 -2.062192 0.03 -0.91 0.44
H -1.849989 -2.054281 -0.963534 -0.01 0.06 -0.05
C 0.401742 1.760528 -0.167742 0.15 0.01 0.14
C 1.112700 0.903258 0.554818 0.02 0.25 -0.03
H -0.530320 2.179826 0.206764 0.16 -0.07 -0.09
H 0.726186 2.083040 -1.154854 -0.08 -0.04 0.17
H 2.057878 0.504772 0.187751 -0.18 0.06 0.06
H 0.799567 0.576238 1.543115 0.07 0.09 -0.19
O 0.663225 -2.017179 1.154544 0.02 -0.03 -0.14
H -0.051323 -1.513459 0.736396 0.09 -0.12 0.05
H 1.385268 -1.925078 0.521373 -0.06 -0.09 0.15

[4]
95
Properties=species:S:1:pos:R:3:forces:R:3 method="wB97M-V/def2-TZVPD" fmax_ev_per_a=3.06 total_charge=+3 homo_lumo_gap_ev="5.5 / 6.1" energy_ha=-3342.95346 multiplicity=2 lumo_ev="-10.0 / -9.5" homo_ev="-15.5 / -15.5"
Ru 0.517857 0.813357 -0.031647 0.65 1.60 0.82
C 4.824457 3.391857 2.710553 0.55 0.80 0.17
N 4.000357 2.270857 2.340053 -0.63 -0.45 -0.51
C 4.017357 1.033757 2.890453 -0.20 -0.48 0.00
C 3.047657 0.303457 2.254753 0.14 -0.38 0.31
N 2.450657 1.083157 1.326053 -1.43 0.11 -0.94
C 3.042957 2.276457 1.387453 -0.19 0.48 -0.39
P 2.635057 3.763157 0.399353 -0.50 -0.66 -0.09
C 0.851257 3.755457 0.859953 0.60 0.38 -0.14
N 0.126457 2.689757 1.208653 0.76 -1.34 -1.74
C -1.058143 3.146857 1.667253 -0.71 0.14 0.28
C -1.053343 4.517357 1.612953 -0.28 -0.60 0.29
N 0.151357 4.883857 1.112753 0.17 -0.99 0.06
C 0.575357 6.228757 0.833953 0.35 0.81 -0.21
C 2.565457 2.896457 -1.221247 0.11 0.31 0.46
N 2.212457 1.625257 -1.420747 -1.70 0.07 1.23
C 2.405757 1.364557 -2.733847 0.08 -0.09 -0.55
C 2.901957 2.489057 -3.340147 -0.16 -0.66 -0.16
N 3.001157 3.440957 -2.380147 -0.32 -0.68 0.61
C 3.445857 4.795957 -2.570247 0.28 0.90 -0.08
H 5.487857 3.107457 3.524553 -0.09 -0.05 -0.05
H 4.201757 4.225857 3.040953 0.08 -0.12 0.03
H 5.434057 3.720357 1.866653 -0.04 -0.09 0.08
H 4.694157 0.755757 3.671653 0.16 -0.02 0.17
H 2.759657 -0.716943 2.407553 -0.03 -0.20 0.08
H -1.814743 2.481057 2.037953 -0.16 -0.04 -0.03
H -1.795643 5.231957 1.911153 -0.08 0.10 0.07
H -0.067943 6.935957 1.354453 0.05 -0.11 0.02
H 0.516657 6.426657 -0.237547 -0.02 0.01 0.06
H 1.603857 6.372057 1.165953 -0.10 0.06 0.01
H 2.212257 0.395257 -3.151447 -0.04 -0.11 -0.15
H 3.189357 2.657957 -4.358547 0.11 0.07 -0.16
H 4.054457 4.864157 -3.469547 0.00 -0.08 0.07
H 4.041357 5.110557 -1.713947 0.02 0.00 -0.11
H 2.596857 5.473557 -2.678647 0.02 -0.10 -0.01
O -0.635843 -0.710743 1.408753 1.70 2.39 -0.86
P -1.502743 -1.926443 1.505053 -1.75 -1.51 0.56
C -2.334543 -2.307443 -0.098847 0.83 0.50 0.04
P -1.162643 -1.916643 -1.469547 -0.63 -1.95 -0.23
O -0.836143 -0.456943 -1.434147 1.58 2.32 0.77
C -1.995943 -2.257643 -3.045647 0.43 0.09 0.69
C -3.186643 -1.569043 -3.273747 -0.03 -0.01 0.02
C -3.848143 -1.712843 -4.480847 0.07 0.06 0.13
C -3.319443 -2.539343 -5.462747 0.09 -0.02 0.06
C -2.116643 -3.196843 -5.247547 0.03 0.02 -0.02
C -1.443843 -3.050843 -4.042447 0.04 -0.07 -0.05
C 0.315057 -2.921643 -1.183547 -0.50 0.36 -0.30
C 1.465557 -2.313843 -0.689847 -0.19 0.30 -0.09
C 2.586057 -3.081743 -0.430147 0.08 0.17 0.04
C 2.565457 -4.446443 -0.682847 -0.06 0.02 -0.04
C 1.422357 -5.052543 -1.179547 -0.01 0.03 -0.04
C 0.290357 -4.293943 -1.417247 0.01 0.15 -0.01
C -2.820443 -1.625043 2.734053 0.77 -0.18 -0.71
C -2.355443 -1.137243 3.951253 -0.07 0.15 -0.04
C -3.253743 -0.722643 4.916353 0.11 -0.11 -0.01
C -4.615043 -0.831943 4.673253 -0.09 0.00 0.03
C -5.077143 -1.344643 3.470253 -0.06 -0.11 0.00
C -4.181643 -1.765443 2.497853 -0.01 0.19 0.02
C -0.526643 -3.359643 2.031153 -0.25 0.54 -0.24
C -0.827043 -4.671643 1.679653 0.09 0.15 0.02
C 0.024457 -5.690643 2.070953 -0.01 -0.05 0.15
C 1.142857 -5.406943 2.841753 -0.01 0.05 0.02
C 1.411957 -4.102843 3.234953 0.00 -0.10 0.07
C 0.576857 -3.079343 2.832253 0.01 0.07 -0.20
H -3.179843 -1.621043 -0.202947 -0.01 -0.07 0.00
H -2.692643 -3.334543 -0.143747 0.01 -0.05 -0.04
H -3.573743 -0.904143 -2.514547 -0.17 0.05 0.05
H -4.764743 -1.173243 -4.658647 -0.12 0.02 -0.02
H -3.841443 -2.656643 -6.400447 -0.01 -0.03 -0.07
H -1.692343 -3.813843 -6.024547 0.02 -0.07 -0.05
H -0.491143 -3.536143 -3.888447 0.04 -0.11 -0.04
H 1.482657 -1.216143 -0.510747 0.19 -0.76 -0.14
H 3.482957 -2.621943 -0.046447 0.12 0.06 0.05
H 3.448857 -5.038843 -0.504247 0.10 -0.04 0.05
H 1.416457 -6.109443 -1.393747 0.00 -0.12 0.03
H -0.611643 -4.756643 -1.790447 -0.07 -0.13 -0.06
H -1.290943 -1.073943 4.121553 0.11 0.11 0.13
H -2.887143 -0.320143 5.847853 -0.04 -0.03 0.13
H -5.319843 -0.536543 5.436653 -0.06 0.09 0.00
H -6.138743 -1.416643 3.280853 -0.04 -0.07 0.06
H -4.562843 -2.186943 1.579253 0.01 0.02 -0.12
H -1.705843 -4.904443 1.098553 -0.10 -0.06 -0.10
H -0.185543 -6.710343 1.785653 -0.05 -0.08 -0.01
H 1.802257 -6.204543 3.149453 0.03 -0.08 0.02
H 2.266957 -3.890243 3.857653 0.09 0.00 0.07
H 0.773057 -2.052043 3.108653 0.11 0.03 0.07
N -2.549143 4.784057 -2.618547 -0.41 1.46 -0.23
N -1.846743 3.660657 -2.475347 0.93 -1.48 0.62
N -1.658843 2.816157 -3.453947 -0.15 -0.06 -0.74
C -0.848843 1.919857 -2.917647 -0.11 0.06 -0.01
N -0.575343 2.230557 -1.649947 0.17 -0.80 0.54
N -1.211343 3.349057 -1.383847 -0.29 0.83 0.55
H -3.108943 4.806957 -3.461147 0.07 -0.22 0.07
H -2.989043 5.135457 -1.779247 0.02 -0.34 0.01
H -0.483643 1.056657 -3.433647 -0.02 -0.14 -0.08

[5]
68
Properties=species:S:1:pos:R:3:forces:R:3 method="wB97M-V/def2-TZVPD" fmax_ev_per_a=0.54 total_charge=-2 homo_lumo_gap_ev="6.4 / 5.0" energy_ha=-14324.71841 multiplicity=2 lumo_ev="3.2 / 1.8" homo_ev="-3.2 / -3.2" relative_energy_ev=0.381
Ti -0.351117 -1.576925 1.199261 0.22 0.28 -0.08
C 4.699118 -0.491126 4.843414 0.00 -0.01 0.00
C 3.228169 -0.610586 4.468740 0.01 0.00 0.03
N 2.822923 0.374711 3.481370 0.09 0.14 -0.09
C 2.391095 1.674507 3.996982 0.01 -0.09 -0.05
C 0.903484 1.767041 4.308110 0.04 0.01 0.01
C 2.861248 0.089251 2.160695 -0.47 -0.22 0.13
S 3.548181 -1.293797 1.531755 0.11 0.09 -0.03
N 2.278795 1.068479 1.378338 -0.08 -0.03 -0.16
C 1.308418 0.869947 0.568536 0.04 -0.09 0.11
O 0.659131 -0.281924 0.393908 0.15 -0.06 0.16
C 0.806054 2.000405 -0.251819 0.01 -0.02 -0.01
C -0.517558 2.024793 -0.679915 -0.03 0.01 -0.01
C -0.993690 3.104767 -1.410221 0.03 0.02 0.01
C -0.141120 4.147073 -1.739853 0.00 0.01 -0.01
C 1.184591 4.121329 -1.318958 -0.01 0.01 0.00
C 1.655656 3.058869 -0.566006 0.03 -0.01 -0.01
H 4.958347 -1.229011 5.605625 0.00 0.00 0.00
H 4.929018 0.500991 5.239604 0.00 0.00 0.00
H 5.314253 -0.668924 3.961876 0.00 0.00 0.00
H 2.589814 -0.471537 5.345128 0.00 0.00 0.00
H 3.021882 -1.597395 4.058666 -0.01 0.01 0.01
H 2.664704 2.438747 3.272556 0.00 0.00 -0.03
H 2.969659 1.855633 4.907408 0.02 -0.01 -0.02
H 0.322354 1.696985 3.392438 -0.06 -0.02 -0.06
H 0.681525 2.722811 4.790831 0.02 -0.03 -0.02
H 0.593062 0.961709 4.974596 -0.01 -0.04 0.03
H -1.179976 1.206215 -0.431383 0.00 -0.01 0.00
H -2.020628 3.140511 -1.745445 0.00 0.01 -0.01
H -0.525154 4.965268 -2.336168 -0.02 0.00 0.00
H 1.853932 4.932288 -1.581462 0.00 0.00 0.00
H 2.681913 3.025616 -0.222519 -0.02 0.00 -0.01
Br 0.280151 -7.376306 -3.343254 0.00 0.00 0.00
C -0.215941 -5.847102 -2.354204 0.01 0.00 0.00
C -1.542604 -5.741061 -1.834856 -0.01 0.00 0.01
Br -2.772639 -7.129379 -2.139677 0.00 0.00 0.00
C -1.932899 -4.634571 -1.104486 -0.01 0.00 -0.01
Br -3.660403 -4.436476 -0.392089 0.00 0.00 0.00
C -1.030618 -3.588428 -0.851801 -0.03 0.04 -0.03
O -1.367502 -2.534153 -0.200267 0.07 0.02 0.02
C 0.339419 -3.666234 -1.377862 0.01 -0.04 0.08
O 1.118599 -2.740534 -1.156068 0.00 0.03 -0.05
C 0.691544 -4.852783 -2.136060 -0.02 0.01 -0.02
Br 2.450537 -4.897922 -2.776612 0.00 0.00 0.00
F 0.484990 -3.105152 1.564882 0.00 0.07 -0.01
Sb -1.994318 -0.944897 4.016271 0.01 -0.06 -0.02
F -1.772922 -2.514039 2.892240 -0.01 -0.03 -0.01
F -0.934576 -1.655055 5.441796 0.01 0.02 0.00
F -3.567732 -1.800659 4.749513 -0.01 0.00 0.00
F 0.105116 -0.874346 2.916843 -0.05 0.03 0.09
F -1.871118 -0.533981 1.342882 -0.04 0.00 0.03
N -0.483498 -0.950068 -3.142093 0.07 -0.06 0.06
C -1.308699 0.137972 -3.472956 0.00 -0.03 -0.01
C -0.930037 1.038435 -4.468105 0.01 -0.04 0.01
C -1.745837 2.106834 -4.803037 0.00 0.02 0.02
C -2.956195 2.300622 -4.153708 0.02 0.01 0.01
C -3.353505 1.387585 -3.186214 -0.02 -0.04 -0.04
C -2.543831 0.311672 -2.849453 -0.01 0.01 -0.01
S -3.886182 3.803888 -4.436450 0.00 0.02 0.01
O -5.268764 3.464989 -4.126773 0.00 -0.01 0.00
O -3.287122 4.748698 -3.492676 0.01 -0.01 0.01
O -3.643899 4.146340 -5.832740 0.00 -0.01 0.00
H 0.477087 -0.812749 -3.421810 0.01 0.00 0.00
H -0.495480 -1.206060 -2.162042 -0.11 0.11 -0.05
H 0.025366 0.905902 -4.966252 0.00 0.00 0.00
H -1.444392 2.817083 -5.562714 0.00 0.00 0.00
H -4.305409 1.537481 -2.692248 0.00 0.00 0.01
H -2.854771 -0.392268 -2.084009 0.00 0.00 0.00

[6]
42
Properties=species:S:1:pos:R:3:forces:R:3 method="wB97M-V/def2-TZVPD" fmax_ev_per_a=3.06 total_charge=+2 homo_lumo_gap_ev=2.1 energy_ha=-2484.31854 lumo_ev=-12.1 homo_ev=-14.3 relative_energy_ev=0.074
Tl -1.009374 3.792752 0.771520 0.30 -0.87 -0.26
F -0.820274 0.972055 -0.035816 -0.05 0.15 0.11
C -2.117894 -4.149022 -0.320207 0.44 0.56 -0.04
S -3.633725 -3.142309 -0.702099 0.75 -0.24 2.68
O -4.424048 -3.207063 0.585310 0.70 0.16 -1.73
C -2.859257 -1.484012 -0.801610 -0.57 0.38 -0.27
H -1.745492 -3.750063 0.623331 -0.55 -0.12 0.36
H -1.284556 -3.922986 -0.985452 -0.42 -0.09 -0.68
H -2.286324 -5.224131 -0.258010 -0.37 0.25 -0.11
H -3.613325 -0.768010 -0.474784 -0.37 -0.16 -0.42
H -2.605173 -1.348472 -1.852880 0.07 0.16 0.12
H -2.034504 -1.254446 -0.126953 0.45 -0.63 0.08
C -0.128238 -0.497350 3.730469 0.47 -0.08 -0.26
S 0.935355 0.818455 3.056796 -0.33 0.30 1.31
O 0.038688 1.926267 2.610193 0.31 -0.02 -0.21
C 1.697146 1.385437 4.671861 -0.64 0.58 -0.79
H -0.415543 -1.142183 2.899962 -0.03 0.09 0.05
H -1.013196 -0.113632 4.238113 0.17 0.31 -0.09
H 0.502619 -1.047501 4.428641 -0.08 -0.13 -0.03
H 0.883943 1.931838 5.149611 -0.33 -0.60 0.33
H 2.411765 2.194958 4.523169 0.45 -0.53 -0.48
H 2.080491 0.522272 5.216007 -0.02 0.23 -0.05
C -0.970113 1.719564 -3.680391 1.03 0.96 0.88
S -0.783192 3.393764 -2.861000 1.09 0.06 -1.13
O 0.416157 3.399170 -1.900755 -1.54 -0.04 -1.25
C -0.350808 4.433824 -4.399703 0.46 -0.88 0.91
H -0.064057 1.423695 -4.209187 0.16 0.43 -0.07
H -1.798599 1.786261 -4.385554 -0.22 -0.20 0.48
H -1.018702 1.090188 -2.791785 -0.75 -0.29 -0.21
H 0.480786 3.920372 -4.882324 0.24 0.07 0.27
H -0.043126 5.404603 -4.011080 -0.16 -0.07 -0.16
H -1.135146 4.476516 -5.155409 -0.43 0.06 0.57
C 1.755903 -0.900226 -0.803521 0.24 0.96 -0.34
S 3.519985 -1.343965 -0.571739 0.64 1.19 2.71
O 4.407109 -0.138684 -0.216719 -2.07 -1.92 -1.17
C 3.241108 -2.092943 1.130318 0.30 -0.77 -1.01
H 1.521889 -0.194175 -0.006760 -0.04 0.26 0.17
H 1.056647 -1.733706 -0.736905 0.55 -0.34 -0.09
H 1.637798 -0.374989 -1.751304 0.05 -0.09 0.03
H 4.186281 -2.487560 1.503171 0.15 0.71 0.09
H 2.614918 -2.984157 1.088909 -0.35 0.19 -0.40
H 2.766078 -1.290405 1.694565 0.31 0.04 0.11

Copy entry 1 word for word.
15
Properties=species:S:1:pos:R:3:forces:R:3 method="wB97M-V/def2-TZVPD" fmax_ev_per_a=4.41 total_charge=+1 homo_lumo_gap_ev=11.1 energy_ha=-311.42155 lumo_ev=-4.5 homo_ev=-15.6 relative_energy_ev=3.842
B 1.622481 0.105285 0.108961 0.61 -1.04 -0.64
C -2.217448 0.040024 -0.026458 0.56 1.18 -2.16
C 0.185927 0.622492 0.231314 0.21 1.71 -3.19
N -0.856519 -0.390445 0.461077 -0.70 0.87 -1.45
O 2.701685 0.887327 0.115695 1.02 0.13 -0.63
O 1.582758 -1.226452 -0.069093 -0.90 -1.41 -0.07
H -2.633688 0.890000 0.430288 0.00 1.06 1.31
H -1.915641 0.441793 -1.036275 -0.72 -0.64 0.76
H -3.039298 -0.655370 -0.143628 0.63 -0.95 0.37
H 0.159088 1.026151 -1.478952 -0.25 -0.54 4.37
H 0.156750 1.383043 0.994325 -0.85 1.01 -0.48
H -0.680454 -0.589620 1.437056 -0.82 -1.06 0.38
H -0.684314 -1.141243 -0.204084 0.84 -0.79 0.87
H 3.482569 0.453783 -0.300224 -0.60 0.58 0.69
H 2.136102 -1.846764 -0.519999 0.97 -0.12 -0.13